(1)
ORCA calculation (ωB97M-V with the def2-TZVPD basis set) on C2HFeO4 as an isolated structure at a distorted geometry.

Structure (ORCA input):
```
! RIJCOSX wB97M-V def2-TZVPD def2/J DEFGRID3
* xyz 2 6
O 0.25469 -2.03734 3.89906
C 0.12018 -1.33142 3.03177
H 0.32174 -0.09303 0.27611
O 0.75669 -0.22965 -0.62541
C 0.26445 0.69425 -1.40922
O -0.96603 0.68508 -1.72942
O 0.81836 1.84164 -1.30936
Fe -0.69346 2.51121 -2.35902
*
```

Energy above the lowest of the compared OMol25 structures with the same formula, charge and spin ... 2.9327 eV
Frontier orbital gap (spin up / spin down) ... 5.49 / 3.05 eV

(2)
ORCA calculation (ωB97M-V with the def2-TZVPD basis set) on C3H10ClN5S as an isolated structure at a distorted geometry.

Structure (ORCA input):
```
! RIJCOSX wB97M-V def2-TZVPD def2/J DEFGRID3
* xyz 2 1
C 0.02910 1.65062 0.00257
C -0.16644 -0.85090 -0.06650
C -1.54454 -0.98838 0.03223
N 1.11689 2.34657 0.37973
N 2.22668 1.50875 0.45883
N 0.47332 0.33778 -0.03387
N 1.79771 0.20987 0.28615
N -2.41170 -1.22763 -1.26835
S -1.43577 2.27327 -0.43833
Cl 2.62917 -0.64928 -1.14764
H 2.13797 -1.38592 2.38895
H 0.55007 -1.76506 -0.20166
H -2.01506 -0.14096 0.57504
H -1.75041 -1.83383 0.70166
H 1.30467 3.31834 0.30709
H 3.00276 1.70644 1.04281
H 1.75493 -0.94308 1.83673
H -1.74340 -1.17758 -1.98495
H -3.01283 -0.36737 -1.34561
H -2.94313 -2.02165 -1.52490
*
```

Energy above the lowest of the compared OMol25 structures with the same formula, charge and spin ... 5.2823 eV
Frontier orbital gap (spin up / spin down) ... 6.41 / 5.49 eV

(3)
ORCA calculation (ωB97M-V with the def2-TZVPD basis set) on the molecule C7H8 at a distorted geometry.

Structure (ORCA input):
```
! RIJCOSX wB97M-V def2-TZVPD def2/J DEFGRID3
* xyz 0 1
C -1.69910 1.22392 0.63741
C -0.54314 0.39748 0.24586
C 0.75615 0.55620 0.77054
C 1.79382 -0.30780 0.49168
C 1.54690 -1.21258 -0.49565
C 0.32037 -1.35874 -1.05009
C -0.82210 -0.55267 -0.76844
H -2.37941 0.57247 1.03815
H -1.44876 2.03043 1.29835
H -2.16660 1.74018 -0.17107
H 0.96645 1.38244 1.38017
H 2.81899 -0.00328 0.90716
H 2.33248 -1.91416 -0.98449
H 0.26692 -1.95234 -1.96201
H -1.74297 -0.60156 -1.33757
*
```

Energy above the lowest of the compared OMol25 structures with the same formula, charge and spin ... 0.8660 eV
Frontier orbital gap ... 10.10 eV